# C5H5NS

C5H5NS in the gas phase in a non-equilibrium geometry (the ωB97M-V functional and the def2-TZVPD basis, the Open Molecules 2025 dataset).

## Properties
- SMILES = C#C/C(N)=C/C=S
- gap between HOMO and LUMO (eV) = 7.46

The geometry in ORCA input format:
```
! RIJCOSX wB97M-V def2-TZVPD def2/J DEFGRID3
* xyz 0 1
C -0.840 0.126 0.150
C -0.009 -0.969 0.071
C 1.457 -1.083 -0.041
C -2.269 -0.038 0.239
C -3.468 -0.376 -0.218
H 0.406 1.739 0.011
H -1.352 2.088 -0.117
H -0.565 -1.942 -0.011
H 1.819 -2.088 -0.069
H -4.610 -0.214 -0.254
N -0.510 1.437 -0.023
S 2.415 0.276 -0.038
*
```

---

# C31H38AsGa

A molecular structure, C31H38AsGa in a non-equilibrium geometry (the ωB97M-V functional and the def2-TZVPD basis, the Open Molecules 2025 dataset).

## Properties
- gap between HOMO and LUMO (alpha / beta) (eV) = 6.78 / 5.09

The geometry in ORCA input format:
```
! RIJCOSX wB97M-V def2-TZVPD def2/J DEFGRID3
* xyz 2 1
C 0.820 2.576 -0.338
H 1.120 3.397 0.321
H 1.687 2.057 -0.754
H 0.498 1.961 0.541
C -0.081 3.230 -1.408
H -0.618 2.595 -2.189
H -0.804 3.698 -0.802
C 0.562 4.378 -2.309
H -0.238 5.028 -2.701
H 1.208 5.046 -1.714
H 1.093 3.994 -3.210
C -0.445 -2.422 -2.367
C -0.903 -1.398 -3.263
C 0.319 -0.899 -3.954
C 1.435 -1.562 -3.409
C 0.959 -2.499 -2.463
C 1.797 -3.441 -1.643
C 2.870 -1.211 -3.640
C 0.321 0.152 -5.017
C -2.345 -0.961 -3.471
C -1.329 -3.298 -1.565
Ga -0.679 0.074 -2.110
H 3.511 -1.468 -2.775
H 3.230 -1.800 -4.490
H 2.999 -0.150 -3.911
H 2.865 -3.157 -1.637
H 1.459 -3.460 -0.590
H 1.746 -4.481 -2.020
H -2.325 -2.847 -1.458
H -1.470 -4.311 -1.993
H -0.965 -3.416 -0.532
H -2.395 0.038 -3.933
H -2.841 -1.669 -4.120
H -2.896 -0.920 -2.508
H 1.200 0.859 -5.079
H 0.353 -0.528 -5.900
H -0.623 0.762 -5.087
C -1.353 4.279 4.052
C -0.023 4.233 3.605
C 0.518 3.024 3.103
C -0.355 1.920 2.898
C -1.663 1.971 3.381
C -2.154 3.132 3.987
As 0.045 0.489 1.521
C 1.613 -0.291 2.383
C 2.673 -1.047 1.868
C 3.466 -1.733 2.782
C 3.227 -1.616 4.200
C 2.126 -0.876 4.648
C 1.314 -0.228 3.741
C -1.380 -0.650 1.211
C -1.220 -1.836 1.944
C -2.293 -2.693 2.125
C -3.518 -2.420 1.518
C -3.664 -1.284 0.684
C -2.581 -0.406 0.504
H -1.755 5.205 4.458
H 0.599 5.133 3.631
H 1.563 2.924 2.784
H -2.302 1.087 3.246
H -3.168 3.147 4.398
H 2.819 -1.088 0.780
H 4.254 -2.425 2.485
H 3.862 -2.171 4.913
H 1.893 -0.834 5.702
H 0.459 0.329 4.046
H -0.255 -2.019 2.381
H -2.182 -3.558 2.775
H -4.379 -3.049 1.702
H -4.628 -1.058 0.209
H -2.651 0.461 -0.163
*
```